35
Properties=species:S:1:pos:R:3:mulliken_charge:R:1 method="wB97M-V/def2-TZVPD" orbital_gap_ha="0.253 / 0.224" lumo_energy_ev="3.00 / 2.07" charge=-1 e_homo_ev="-3.877 / -4.029" spin_multiplicity=2 s_squared=0.77 e_tot_ha=-1361.500703 e_above_lowest_kcal_mol=4.75
Hg -0.63 1.56 0.85 0.0896
C -3.83 -0.61 0.18 -1.0939
N -2.46 -0.96 0.49 0.3390
C -1.92 -1.87 -0.51 -1.1122
C -2.32 -1.50 1.83 -0.9321
C -0.88 -1.54 2.29 0.9299
C -0.41 -2.62 3.03 -0.6456
C 0.93 -2.71 3.41 -0.4990
C 1.81 -1.70 3.05 -0.4929
C 1.35 -0.59 2.35 -0.1924
C 0.01 -0.52 1.99 -0.4480
H -4.51 -1.47 0.20 0.3361
H -3.86 -0.16 -0.82 0.3302
H -4.18 0.13 0.90 0.3065
H -2.52 -2.79 -0.60 0.3139
H -0.90 -2.14 -0.23 0.3290
H -1.89 -1.37 -1.48 0.3319
H -2.75 -2.51 1.90 0.2736
H -2.89 -0.85 2.50 0.3888
H -1.10 -3.42 3.30 0.3014
H 1.28 -3.56 3.98 0.3488
H 2.86 -1.77 3.32 0.3569
H 2.03 0.21 2.07 0.3986
F 2.48 3.85 -5.34 -0.3424
C 2.36 3.29 -4.11 0.6702
C 1.24 2.55 -3.77 -0.2428
F 0.26 2.39 -4.67 -0.3373
C 1.12 2.00 -2.51 0.4130
F -0.01 1.31 -2.23 -0.2411
C 2.09 2.14 -1.48 0.1436
O 1.96 1.67 -0.31 -0.7080
C 3.23 2.88 -1.91 0.2469
F 4.24 3.07 -1.03 -0.3476
C 3.36 3.44 -3.16 0.1154
F 4.45 4.16 -3.48 -0.3281